Model one:
{"formula": "C2H9N2O", "method": "the ωB97M-V functional and the def2-TZVPD basis", "total_charge": 1, "gap_ev": 10.4, "elements": ["C", "N", "C", "N", "H", "H", "H", "H", "H", "H", "H", "H", "H", "O"], "xyz": [[-2.47386, 0.51436, 0.16543], [0.82610, -0.76238, -0.01076], [-0.43748, -0.85798, 0.25556], [-1.29684, -0.05067, 0.89471], [-3.24639, 0.57442, 0.95021], [-2.82315, -0.22545, -0.60893], [-2.28925, 1.52282, -0.21399], [1.56708, -0.03545, -0.21644], [1.14551, -1.66231, -0.34663], [-0.96374, -1.65874, -0.23912], [-1.17799, 0.33306, 1.82510], [3.02380, 1.74475, -0.76535], [3.25802, 0.38804, -1.60082], [2.73543, 0.84612, -0.93525]], "mulliken_charge": [-0.72, -0.24, 0.09, -0.19, 0.30, 0.30, 0.28, 0.33, 0.28, 0.31, 0.29, 0.32, 0.31, -0.65]}

Model two:
{"formula": "C2H9N2O", "method": "the ωB97M-V functional and the def2-TZVPD basis", "total_charge": 1, "gap_ev": 11.5, "elements": ["C", "N", "H", "H", "H", "H", "H", "H", "C", "N", "O", "H", "H", "H"], "xyz": [[-2.10240, -1.50024, 0.23996], [-0.90255, -1.13291, -0.60325], [-1.75888, -1.79724, 1.23484], [-2.74105, -0.56852, 0.41413], [-2.63974, -2.20416, -0.19891], [-0.51142, -1.99992, -1.07265], [-0.12530, -0.60084, -0.07197], [-1.13976, -0.53223, -1.27986], [1.74154, 1.53744, -0.33575], [2.17812, 1.98908, 0.87356], [0.92570, 0.64859, -0.56485], [2.10451, 2.09172, -1.28928], [2.99387, 2.63530, 0.97624], [1.97736, 1.43393, 1.67778]], "mulliken_charge": [-0.79, -0.34, 0.33, 0.30, 0.39, 0.39, 0.42, 0.32, 0.15, -0.35, -0.61, 0.29, 0.27, 0.23]}

Model three:
{"formula": "C2H9N2O", "method": "the ωB97M-V functional and the def2-TZVPD basis", "total_charge": 1, "gap_ev": 11.7, "elements": ["C", "N", "H", "H", "H", "H", "N", "C", "O", "H", "H", "H", "H", "H"], "xyz": [[0.66960, -0.03986, -1.11752], [1.13351, 1.21159, -0.62035], [1.36043, -0.85301, -0.91591], [0.34908, 0.03594, -2.15012], [1.24147, 1.86774, -1.38858], [2.02630, 1.20806, -0.15770], [-0.63404, -0.41976, -0.34372], [-0.57467, -0.12685, 1.15524], [-1.68734, -0.73351, 1.73769], [-0.86472, -1.39203, -0.53575], [-1.32801, 0.18694, -0.76770], [0.39806, -0.45922, 1.51171], [-0.67943, 0.94826, 1.25364], [-1.41025, -1.43430, 2.33906]], "mulliken_charge": [-0.46, -0.47, 0.35, 0.38, 0.25, 0.23, -0.18, -0.38, -0.49, 0.34, 0.36, 0.37, 0.35, 0.35]}

Most stable structure, least stable structure: model two, model one.

Model one:
{"formula": "C2H9N2O", "method": "the ωB97M-V functional and the def2-TZVPD basis", "total_charge": 1, "gap_ev": 11.2, "elements": ["C", "N", "H", "H", "H", "H", "H", "H", "C", "N", "O", "H", "H", "H"], "xyz": [[0.06068, -0.02549, -2.53930], [-0.63808, 0.25567, -1.25241], [0.64131, 0.80168, -2.92160], [0.65446, -0.92030, -2.37723], [-0.71503, -0.31289, -3.25066], [-1.38587, -0.39163, -1.02710], [-1.08585, 1.16712, -1.12098], [0.02982, 0.36936, -0.45990], [-0.22053, 0.00587, 2.32179], [1.05377, -0.30111, 2.63039], [-0.55529, 0.58049, 1.28620], [-0.96507, -0.25252, 3.09120], [1.30955, -0.38938, 3.59042], [1.81612, -0.58688, 2.02916]], "mulliken_charge": [-0.74, -0.35, 0.31, 0.34, 0.33, 0.37, 0.37, 0.38, 0.18, -0.32, -0.63, 0.32, 0.23, 0.21]}

Model two:
{"formula": "C2H9N2O", "method": "the ωB97M-V functional and the def2-TZVPD basis", "total_charge": 1, "gap_ev": 10.6, "elements": ["C", "N", "H", "H", "H", "H", "N", "C", "O", "H", "H", "H", "H", "H"], "xyz": [[1.11389, -0.47640, -0.21568], [1.52499, 0.86246, -0.05763], [1.59516, -0.97426, -1.05927], [1.10194, -1.02630, 0.72222], [1.24748, 1.56440, -0.72243], [2.50272, 1.04145, 0.13884], [-0.41081, -0.48886, -0.64716], [-1.36533, -0.23357, 0.44450], [-1.18964, 1.06578, 0.86184], [-0.41234, 0.28602, -1.31419], [-0.51514, -1.36373, -1.15630], [-1.17520, -0.97278, 1.22847], [-2.36582, -0.44559, 0.05300], [-1.65192, 1.16138, 1.72379]], "mulliken_charge": [-0.36, -0.45, 0.38, 0.32, 0.18, 0.24, -0.26, -0.39, -0.46, 0.33, 0.38, 0.39, 0.38, 0.35]}

Most stable structure, least stable structure: model one, model two.

Model one:
{"formula": "C10H11NO2", "method": "the ωB97M-V functional and the def2-TZVPD basis", "total_charge": 0, "gap_ev": [8.3, 8.3], "elements": ["C", "C", "C", "C", "C", "C", "C", "C", "C", "C", "N", "O", "O", "H", "H", "H", "H", "H", "H", "H", "H", "H", "H", "H"], "xyz": [[-2.08869, -3.12905, 0.61689], [-1.70931, -2.27339, 1.58157], [-1.98541, -2.73033, -0.70011], [-1.13397, -1.08097, 1.39784], [-1.38119, -1.47524, -0.95837], [-1.04991, -0.59669, 0.09833], [0.91384, 2.14940, -1.50560], [1.12448, 1.18768, -0.60651], [-0.55211, 2.32898, -1.87182], [1.96845, 0.29396, 1.31434], [-0.76628, 0.73724, -0.05255], [-1.28214, 1.19190, -1.34725], [2.18513, 0.65183, -0.04667], [-2.53731, -4.06659, 0.87389], [-1.92498, -2.58785, 2.59035], [-2.35337, -3.45439, -1.39948], [-1.06927, -0.32826, 2.17741], [-1.08431, -1.05319, -1.87031], [1.61629, 2.67723, -2.13971], [-0.78666, 3.34025, -1.35967], [-0.91871, 2.33629, -2.92002], [1.45546, -0.68200, 1.33577], [1.23482, 0.91441, 1.89785], [2.93037, 0.16925, 1.97790]], "mulliken_charge": [-0.34, -0.51, -0.85, -0.45, -0.15, 0.58, -0.70, 0.59, -0.30, -0.73, -0.34, -0.30, -0.37, 0.40, 0.31, 0.37, 0.40, 0.49, 0.41, 0.20, 0.33, 0.32, 0.32, 0.29]}

Model two:
{"formula": "C10H11NO2", "method": "the ωB97M-V functional and the def2-TZVPD basis", "total_charge": 0, "gap_ev": 7.6, "elements": ["C", "C", "C", "C", "C", "C", "C", "C", "C", "C", "N", "O", "O", "H", "H", "H", "H", "H", "H", "H", "H", "H", "H", "H"], "xyz": [[3.32939, -1.52231, -0.12045], [2.68612, -1.63131, 1.08481], [2.90049, -0.71332, -1.18534], [1.32328, -1.04796, 1.18888], [1.84788, 0.06929, -1.01759], [0.94892, 0.00569, 0.14031], [-1.68607, 2.40268, -0.48247], [-0.77358, 1.51553, -0.72782], [-4.20190, -0.75527, -0.42879], [-0.22693, 0.64412, 0.27843], [-4.98259, 0.14001, -0.16939], [-3.55479, -1.70147, -0.62750], [-1.00039, 0.32332, 1.34237], [4.27007, -2.03235, -0.16716], [2.93872, -2.32349, 1.97843], [3.60441, -0.59341, -2.01581], [0.91139, -0.85593, 2.25648], [1.87516, 0.98318, -1.58248], [-1.94376, 3.11559, -1.26452], [-1.88180, 2.64129, 0.58082], [-0.20911, 1.45162, -1.75885], [0.87093, -1.98436, 0.87648], [-5.23717, 0.95172, 0.28130], [-1.80867, 0.91712, 1.53988]], "mulliken_charge": [-0.13, -0.68, -0.74, -0.32, -0.29, 0.21, -1.01, 0.02, 0.62, 0.61, -0.44, -0.42, -0.53, 0.36, 0.26, 0.33, 0.28, 0.29, 0.29, 0.21, 0.18, 0.30, 0.26, 0.33]}

Most stable structure, least stable structure: model two, model one.

Model one:
{"formula": "C10H11NO2", "method": "the ωB97M-V functional and the def2-TZVPD basis", "total_charge": 0, "gap_ev": 7.8, "elements": ["C", "C", "C", "C", "C", "C", "C", "C", "C", "C", "N", "O", "O", "H", "H", "H", "H", "H", "H", "H", "H", "H", "H", "H"], "xyz": [[-1.05446, 1.90536, -0.01617], [-2.30096, 1.71735, -0.26884], [-0.32424, -1.43630, -0.47231], [-0.33041, 0.68464, 0.60428], [1.03043, -1.38820, -0.65234], [1.18516, 0.75853, 0.48702], [-1.09289, -0.48632, 0.19870], [1.77556, -0.25219, -0.25222], [-3.16195, -1.59758, -0.03671], [3.87166, 0.86480, 0.00743], [-2.35179, -0.54984, 0.51998], [-3.38253, 1.29901, -0.40073], [3.17157, -0.31766, -0.48055], [-0.55691, 2.92399, -0.10939], [-0.82972, -2.38999, -0.51649], [-0.52967, 0.81763, 1.68635], [1.61608, -2.17096, -1.07684], [1.61210, 1.71446, 0.74757], [-4.11992, -1.28797, 0.44097], [-3.14491, -1.50715, -1.17861], [-2.86331, -2.51627, 0.50115], [4.78601, 0.50624, -0.20404], [3.58628, 1.00253, 1.05366], [3.40882, 1.70591, -0.58188]], "mulliken_charge": [-0.94, 0.62, -0.46, 1.08, -0.69, -0.96, 0.41, 0.82, -1.18, -0.81, -0.69, -0.41, -0.46, 0.26, 0.29, 0.22, 0.45, 0.38, 0.37, 0.30, 0.45, 0.34, 0.30, 0.31]}

Model two:
{"formula": "C10H11NO2", "method": "the ωB97M-V functional and the def2-TZVPD basis", "total_charge": 0, "gap_ev": 9.9, "elements": ["C", "C", "C", "C", "C", "C", "C", "C", "C", "C", "N", "O", "O", "H", "H", "H", "H", "H", "H", "H", "H", "H", "H", "H"], "xyz": [[-0.84889, 0.59395, 2.19991], [-1.02758, 1.53940, 1.14225], [-0.55088, -0.71472, 1.91084], [-1.00778, 1.11665, -0.15561], [-0.35732, -1.09089, 0.54866], [-0.64968, -0.20844, -0.47990], [-1.32873, -3.10433, -2.15138], [-0.59562, -0.53735, -1.95126], [0.88493, -0.42907, -2.37212], [2.34126, 1.96556, 2.28878], [-0.90621, -2.00260, -2.15208], [-1.46965, -4.24657, -2.21627], [2.35264, 1.83091, 1.12046], [-0.93364, 1.01828, 3.17253], [-1.27527, 2.56256, 1.28874], [-0.56575, -1.39607, 2.73311], [-1.16629, 1.83620, -0.92983], [0.14600, -1.93809, 0.26203], [0.98722, -1.18730, -3.10849], [1.51288, -0.70706, -1.54480], [1.19059, 0.51629, -2.75104], [1.40406, 2.34986, 2.75040], [3.19029, 2.10172, 2.88141], [-1.32657, 0.13107, -2.48633]], "mulliken_charge": [-0.55, -0.57, -0.85, -0.44, -0.12, 0.27, 0.43, 0.17, -1.36, -0.10, -0.30, -0.48, -0.32, 0.52, 0.40, 0.40, 0.32, 0.56, 0.43, 0.36, 0.34, 0.13, 0.31, 0.44]}

Most stable structure, least stable structure: model two, model one.

Model one:
{"formula": "C7H13N2", "method": "the ωB97M-V functional and the def2-TZVPD basis", "total_charge": 1, "gap_ev": [8.0, 8.0], "elements": ["C", "C", "C", "C", "C", "C", "C", "N", "N", "H", "H", "H", "H", "H", "H", "H", "H", "H", "H", "H", "H", "H"], "xyz": [[2.13599, 1.20861, -0.11402], [2.30519, -0.22216, 0.06297], [0.88084, 1.66267, -0.31488], [1.22313, -1.03069, -0.02829], [-0.18810, 0.77610, -0.54282], [-0.92732, -1.55767, -0.86118], [-0.73054, -0.73416, 1.37490], [-1.94243, 1.39282, 0.29746], [-0.12167, -0.60815, -0.08242], [2.94950, 1.78037, -0.13949], [3.34860, -0.43510, -0.06683], [0.49509, 2.66739, -0.63974], [1.46779, -2.16689, 0.18040], [-0.80157, 1.00469, -1.34503], [-2.00565, -1.32115, -0.77121], [-0.74676, -1.60506, -1.97851], [-0.78135, -2.65311, -0.40670], [-0.35900, 0.05412, 1.95445], [-1.76169, -0.49541, 1.14099], [-0.36074, -1.67748, 1.75125], [-2.37186, 1.85216, -0.46580], [-1.70746, 2.10811, 0.99452]], "mulliken_charge": [-0.38, -0.69, -0.66, -0.07, -0.13, -0.81, -1.03, -0.63, 0.49, 0.56, 0.39, 0.32, 0.26, 0.49, 0.38, 0.34, 0.34, 0.36, 0.57, 0.39, 0.25, 0.23]}

Model two:
{"formula": "C7H13N2", "method": "the ωB97M-V functional and the def2-TZVPD basis", "total_charge": 1, "gap_ev": 7.7, "elements": ["C", "C", "C", "C", "C", "C", "C", "N", "N", "H", "H", "H", "H", "H", "H", "H", "H", "H", "H", "H", "H", "H"], "xyz": [[-1.01755, 0.67279, 1.18419], [-0.42278, 0.24114, 2.44937], [-0.90477, 0.40122, -0.06074], [0.21125, -1.14147, -1.36668], [0.70133, 0.88946, 2.84782], [-1.20180, 0.84205, -1.44837], [-0.49649, -2.18691, -2.04576], [1.40020, 1.89671, 2.23418], [1.48773, -1.16420, -1.47263], [-1.86453, 1.23658, 1.39932], [-0.81524, -0.46436, 3.01226], [1.16984, 0.57048, 3.82452], [-1.68565, 0.16982, -2.00250], [-0.26661, 1.24182, -1.86656], [-1.89915, 1.69440, -1.24195], [-0.16693, -3.05482, -1.56513], [-0.19545, -2.25956, -3.12643], [-1.59438, -2.04323, -1.96932], [2.43694, 1.91807, 2.45326], [1.01002, 2.77674, 1.72902], [2.04387, -1.81185, -2.05395], [2.07014, -0.42486, -0.91391]], "mulliken_charge": [-0.37, -0.84, 0.79, 0.32, -0.06, -1.31, -1.38, -0.46, -0.29, 0.46, 0.54, 0.31, 0.43, 0.33, 0.37, 0.43, 0.39, 0.30, 0.23, 0.24, 0.26, 0.30]}

Most stable structure, least stable structure: model one, model two.